21
Properties=species:S:1:pos:R:3:lowdin_charge:R:1 method="wB97M-V/def2-TZVPD" smiles=CCNCCN.O orbital_gap_ev=9.566
C 1.541 1.130 -1.516 -0.11
C 0.499 1.606 -0.487 -0.26
N 0.062 0.673 0.555 -0.09
C 0.620 -0.699 0.496 -0.21
C -0.231 -1.558 -0.426 -0.27
N -1.425 -1.955 0.296 0.01
H 2.317 0.366 -1.521 0.07
H 0.909 0.639 -2.280 0.07
H 1.933 1.901 -2.152 0.06
H 0.805 2.595 -0.128 0.10
H -0.351 1.926 -1.097 0.10
H 0.308 1.063 1.442 0.09
H 1.633 -0.611 0.114 0.09
H 0.658 -1.046 1.526 0.12
H 0.389 -2.405 -0.752 0.10
H -0.483 -0.961 -1.299 0.10
H -1.285 -1.916 1.286 0.05
H -2.196 -2.405 -0.147 0.07
O -2.016 0.268 2.319 -0.09
H -1.738 1.190 2.413 0.03
H -1.951 0.201 1.355 0.00